[1]
{
  "formula": "C7H9N",
  "method": "ωB97M-V/def2-TZVPD",
  "total_charge": 0,
  "homo_ev": -8.700,
  "smiles": "C#CC1[C@@H]2CNC[C@@H]12",
  "fmax_ev_per_a": 9.18,
  "multiplicity": 1,
  "homo_lumo_gap_ev": 9.45,
  "e_above_lowest_kj_mol": 937.96,
  "elements": ["C", "C", "C", "C", "C", "N", "C", "C", "H", "H", "H", "H", "H", "H", "H", "H", "H"],
  "coordinates": [[2.406, -2.743, -0.064], [1.419, -1.825, -0.208], [0.211, -1.139, 0.233], [-0.781, -0.272, -0.398], [-1.199, 1.065, -1.256], [-1.071, 2.142, -0.162], [-0.518, 1.479, 1.348], [0.053, 0.372, 0.521], [3.557, -3.048, -0.208], [-0.263, -1.962, 0.727], [-1.623, -0.493, 0.257], [-2.209, 0.887, -1.754], [-0.632, 0.916, -2.299], [-0.483, 2.865, -0.286], [-1.545, 1.357, 1.877], [0.249, 2.197, 1.667], [0.902, 0.675, 0.097]],
  "forces_ev_per_angstrom": [[-3.4, 5.9, -1.7], [7.2, -5.6, 1.2], [1.2, -2.1, 0.2], [-4.2, 2.7, -1.4], [0.7, -2.6, -1.9], [-2.9, -3.7, 1.1], [-2.6, 0.2, -3.6], [1.0, -2.3, 4.6], [-3.4, 0.7, 0.4], [-0.7, 0.0, 0.9], [-0.9, -0.2, -0.8], [0.6, 0.8, 1.7], [0.1, 1.7, 2.5], [2.5, 2.8, -1.4], [2.4, 0.1, -0.4], [-0.7, -0.3, 0.5], [3.3, 2.0, -1.8]]
}

[2]
{
  "formula": "C7H9N",
  "method": "ωB97M-V/def2-TZVPD",
  "total_charge": 0,
  "homo_ev": -7.868,
  "smiles": "C=Cc1cc[nH]c1C",
  "fmax_ev_per_a": 3.02,
  "multiplicity": 1,
  "homo_lumo_gap_ev": 8.87,
  "e_above_lowest_kj_mol": 86.91,
  "elements": ["C", "C", "C", "C", "C", "N", "C", "C", "H", "H", "H", "H", "H", "H", "H", "H", "H"],
  "coordinates": [[-1.343, 1.577, -1.639], [-0.412, 0.651, -1.706], [0.205, 0.015, -0.574], [1.414, -0.772, -0.636], [1.666, -1.278, 0.622], [0.631, -0.898, 1.439], [-0.228, -0.064, 0.719], [-1.422, 0.521, 1.412], [-1.534, 2.075, -0.655], [-1.835, 2.068, -2.503], [-0.115, 0.264, -2.674], [1.978, -0.945, -1.518], [2.476, -1.902, 0.934], [0.551, -1.125, 2.377], [-1.291, 1.540, 1.764], [-1.671, -0.062, 2.291], [-2.262, 0.476, 0.731]],
  "forces_ev_per_angstrom": [[-0.8, 2.2, 0.6], [-0.1, -0.4, -0.6], [1.3, -0.9, 0.4], [-0.5, 0.1, 1.1], [-0.5, 0.2, -1.2], [0.2, 1.3, -2.7], [-0.2, -0.4, 1.6], [0.2, -0.5, -0.2], [-0.1, -0.6, -1.0], [0.5, -0.7, 0.5], [0.0, 0.0, -0.1], [0.5, -0.1, -0.5], [0.1, -0.2, 0.3], [-0.2, -0.3, 1.8], [0.1, 0.3, -0.2], [-0.1, -0.2, 0.2], [-0.3, 0.2, 0.0]]
}

[3]
{
  "formula": "C7H9N",
  "method": "ωB97M-V/def2-TZVPD",
  "total_charge": 0,
  "homo_ev": -8.255,
  "fmax_ev_per_a": 5.58,
  "multiplicity": 1,
  "homo_lumo_gap_ev": 9.25,
  "e_above_lowest_kj_mol": 314.28,
  "elements": ["C", "C", "C", "C", "C", "C", "C", "H", "H", "H", "H", "H", "H", "H", "H", "H", "N"],
  "coordinates": [[2.582, 0.316, 0.129], [0.239, -0.315, -0.001], [-0.719, -1.287, 0.085], [-2.100, -1.035, 0.073], [-2.495, 0.282, 0.015], [-1.522, 1.309, -0.064], [-0.201, 0.999, -0.062], [2.711, 1.148, -0.626], [2.562, 0.579, 1.235], [3.437, -0.201, 0.111], [1.568, -1.257, -0.971], [-0.146, -2.539, -0.126], [-2.726, -2.031, 0.127], [-3.432, 0.515, 0.093], [-1.957, 2.479, 0.217], [0.649, 1.723, -0.198], [1.549, -0.685, -0.038]],
  "forces_ev_per_angstrom": [[-2.1, 1.4, 1.1], [-2.0, 0.8, 0.5], [1.0, -4.6, -1.4], [0.8, -2.9, 0.0], [5.1, -0.6, -0.2], [-3.0, 2.7, 1.9], [2.5, 1.2, -0.4], [-0.7, -0.5, 1.0], [-0.3, 0.7, -1.5], [3.6, -2.0, -0.5], [1.0, 1.2, 2.4], [-2.3, 3.9, 1.1], [0.7, 2.6, -0.2], [-5.4, 1.4, 0.3], [1.5, -3.5, -1.5], [-1.4, -0.2, 0.4], [1.1, -1.7, -3.1]]
}

[4]
{
  "formula": "C7H9N",
  "method": "ωB97M-V/def2-TZVPD",
  "total_charge": 0,
  "homo_ev": -8.569,
  "smiles": "C1=C[C@@H]2[C@@H]3CC[C@@H]1N23",
  "fmax_ev_per_a": 8.43,
  "multiplicity": 1,
  "homo_lumo_gap_ev": 9.68,
  "e_above_lowest_kj_mol": 980.70,
  "elements": ["C", "C", "C", "C", "C", "C", "C", "N", "H", "H", "H", "H", "H", "H", "H", "H", "H"],
  "coordinates": [[1.668, 0.687, -0.609], [1.298, -0.190, -1.489], [0.053, -1.085, -1.045], [-1.026, -0.799, -0.201], [-1.579, 0.294, 0.832], [-0.625, 1.234, 1.423], [0.416, 0.583, 0.414], [0.267, -0.933, 0.465], [2.410, 1.253, -0.714], [1.993, -0.411, -2.344], [0.092, -2.154, -1.392], [-1.490, -1.864, -0.403], [-2.102, -0.185, 1.786], [-2.378, 1.134, 0.443], [-0.720, 2.419, 1.349], [-0.715, 1.144, 2.697], [-0.194, 0.855, -0.619]],
  "forces_ev_per_angstrom": [[-6.1, -3.4, 3.1], [0.2, -2.4, -2.7], [6.9, 0.5, -1.9], [-4.9, -2.2, 3.7], [-8.3, 1.2, 0.0], [3.3, 1.6, 2.8], [2.0, 1.1, -2.8], [-0.3, 0.4, -0.9], [6.0, 4.8, -0.3], [-1.3, 0.0, 0.6], [0.0, 1.3, 0.1], [-1.0, 2.2, 1.9], [0.7, 0.1, -2.6], [1.0, -2.7, 0.2], [0.0, -2.7, -0.7], [1.3, -0.2, -3.5], [0.5, 0.5, 3.1]]
}

[5]
{
  "formula": "C7H9N",
  "method": "ωB97M-V/def2-TZVPD",
  "total_charge": 1,
  "homo_ev": [-13.496, -13.830],
  "fmax_ev_per_a": 2.00,
  "multiplicity": 2,
  "homo_lumo_gap_ev": [9.85, 6.89],
  "e_above_lowest_kj_mol": 95.06,
  "elements": ["C", "C", "N", "C", "C", "C", "C", "C", "H", "H", "H", "H", "H", "H", "H", "H", "H"],
  "coordinates": [[-1.413, -0.634, -0.344], [-2.087, 0.313, 0.390], [-1.181, 1.116, 1.048], [0.054, 0.748, 0.709], [-0.058, -0.484, -0.030], [1.050, -1.210, -0.606], [0.863, -2.112, -1.566], [1.220, 1.644, 0.871], [-1.891, -1.480, -0.806], [-3.153, 0.483, 0.480], [-1.405, 1.996, 1.499], [2.011, -1.022, -0.150], [-0.111, -2.331, -1.995], [1.565, -2.610, -2.228], [1.675, 1.479, 1.855], [0.900, 2.672, 0.764], [1.962, 1.432, 0.107]],
  "forces_ev_per_angstrom": [[-0.8, -0.3, 1.3], [-0.6, -0.4, -0.4], [0.1, 0.5, -0.2], [0.3, 0.3, 0.3], [0.5, -0.1, -1.6], [-0.1, 0.3, 1.2], [-0.6, -0.5, -1.8], [0.1, -0.6, 0.3], [0.0, 0.1, -0.3], [0.2, 0.0, 0.1], [0.0, -0.2, -0.1], [0.3, 0.0, -0.3], [-0.3, 0.3, 0.5], [0.8, 0.1, 0.9], [0.0, 0.2, -0.1], [0.0, 0.3, 0.2], [0.1, 0.0, 0.0]]
}

[6]
{
  "formula": "C7H9N2",
  "method": "ωB97M-V/def2-TZVPD",
  "total_charge": 1,
  "homo_ev": [-12.023, -12.022],
  "smiles": "C=C=NC=C=[N+]=CCC",
  "fmax_ev_per_a": 3.38,
  "multiplicity": 1,
  "homo_lumo_gap_ev": [6.97, 6.97],
  "e_above_lowest_kj_mol": 489.93,
  "elements": ["C", "C", "N", "C", "C", "N", "C", "C", "C", "H", "H", "H", "H", "H", "H", "H", "H", "H"],
  "coordinates": [[4.883, -0.806, -0.017], [3.888, 0.116, 0.053], [3.028, 0.982, 0.114], [2.005, 1.814, 0.038], [0.701, 1.563, 0.072], [-0.461, 1.475, -0.079], [-1.715, 1.690, -0.030], [-2.810, 0.654, -0.023], [-2.338, -0.795, -0.191], [4.692, -1.889, -0.071], [5.795, -0.296, 0.265], [2.349, 2.879, 0.164], [-2.034, 2.800, -0.134], [-3.435, 0.644, 0.857], [-3.462, 0.920, -0.926], [-1.696, -1.234, 0.644], [-1.803, -0.800, -1.163], [-3.086, -1.515, -0.444]],
  "forces_ev_per_angstrom": [[-2.4, 2.2, 0.7], [0.0, -0.8, -0.3], [0.9, -1.9, -0.2], [1.8, 1.1, 0.7], [2.8, 0.1, -0.1], [-3.4, 0.3, 0.2], [-1.3, 1.2, -0.2], [-0.2, -0.8, -1.5], [2.0, 0.0, -0.8], [0.2, 0.8, 0.0], [0.5, -0.6, -0.3], [-0.9, -0.9, -0.4], [0.7, -1.9, 0.4], [-0.2, 1.0, 0.4], [0.6, -0.2, 1.3], [-0.8, 0.9, -1.1], [0.5, -0.2, 0.7], [-1.1, -0.1, 0.5]]
}

[7]
{
  "formula": "C7H9N2O",
  "method": "ωB97M-V/def2-TZVPD",
  "total_charge": 1,
  "homo_ev": [-11.912, -11.913],
  "smiles": "C/C=[NH+]/C=C\\C(N)=C=C=O",
  "fmax_ev_per_a": 4.49,
  "multiplicity": 1,
  "homo_lumo_gap_ev": [6.60, 6.60],
  "e_above_lowest_kj_mol": 411.58,
  "elements": ["C", "C", "N", "C", "C", "C", "N", "C", "C", "O", "H", "H", "H", "H", "H", "H", "H", "H", "H"],
  "coordinates": [[-0.231, 2.428, -1.568], [0.222, 1.402, -0.628], [1.277, 0.618, -0.777], [1.739, -0.441, -0.020], [1.084, -1.129, 0.924], [-0.465, -1.216, 1.252], [-0.815, -0.955, 2.494], [-1.137, -1.779, 0.277], [-1.955, -2.219, -0.608], [-2.637, -2.711, -1.458], [0.498, 2.569, -2.505], [-1.326, 2.111, -1.948], [-0.326, 3.459, -1.036], [-0.335, 1.391, 0.273], [1.972, 0.858, -1.627], [2.721, -0.732, -0.308], [1.504, -2.073, 1.436], [-0.048, -0.594, 3.119], [-1.742, -0.987, 2.708]],
  "forces_ev_per_angstrom": [[-0.2, 1.3, -2.4], [1.8, -0.5, -0.7], [-0.1, 3.0, -2.9], [-0.1, -1.3, 1.7], [-1.6, -1.8, 0.9], [3.0, 0.1, -1.3], [4.2, 1.3, 0.8], [-1.7, -0.1, -1.6], [-0.9, -1.4, -1.3], [1.6, 1.5, 2.1], [-1.7, -0.4, 2.0], [2.4, 0.8, 0.8], [0.0, -1.9, -0.8], [-0.4, -0.8, 1.0], [-2.4, -0.7, 2.2], [0.6, -0.1, 0.0], [0.1, 1.9, -1.1], [-1.9, -0.5, -0.6], [-2.8, -0.1, 1.3]]
}

[8]
{
  "formula": "C7H9N2O2",
  "method": "ωB97M-V/def2-TZVPD",
  "total_charge": 1,
  "homo_ev": -12.265,
  "smiles": "Nc1cccc2c1[C@H]([NH3+])OO2",
  "fmax_ev_per_a": 4.60,
  "multiplicity": 1,
  "homo_lumo_gap_ev": 8.83,
  "e_above_lowest_kj_mol": 450.12,
  "elements": ["N", "C", "C", "C", "C", "C", "C", "C", "N", "O", "O", "H", "H", "H", "H", "H", "H", "H", "H", "H"],
  "coordinates": [[-1.347, -1.058, -0.598], [-0.820, 0.172, -0.391], [-1.746, 1.311, -0.139], [-1.189, 2.488, 0.231], [0.192, 2.707, 0.277], [1.009, 1.666, -0.135], [0.507, 0.429, -0.381], [1.780, -0.576, -0.560], [1.600, -1.350, 0.690], [2.768, 0.319, -0.582], [2.368, 1.643, -0.199], [-2.340, -1.000, -0.564], [-1.246, -1.587, -1.511], [-2.874, 1.148, -0.116], [-1.726, 3.335, 0.387], [0.616, 3.728, 0.318], [1.810, -1.194, -1.475], [0.649, -1.642, 0.485], [1.571, -0.689, 1.499], [2.332, -2.034, 1.084]],
  "forces_ev_per_angstrom": [[-0.6, -3.1, -1.8], [-2.5, 3.2, -0.2], [0.2, -2.8, 0.2], [2.1, -0.9, -0.5], [1.4, 0.7, -1.2], [0.1, 0.4, 0.8], [1.3, -2.3, -1.3], [-3.3, 3.1, -0.9], [2.0, -0.5, 2.6], [2.2, 0.1, -0.3], [0.2, 1.0, 0.4], [-0.9, -0.1, 0.6], [0.8, 1.2, 1.3], [1.8, 0.2, -0.2], [-2.0, 2.1, 0.6], [-0.4, -0.8, 0.5], [0.0, -0.1, 0.8], [-0.6, -1.4, 1.0], [-0.4, -0.1, -0.8], [-1.4, 0.3, -1.6]]
}

[9]
{
  "formula": "C7H9N3",
  "method": "ωB97M-V/def2-TZVPD",
  "total_charge": 0,
  "homo_ev": -9.024,
  "smiles": "CN1C=CC[C@H]2[C@H]1N2C#N",
  "fmax_ev_per_a": 10.86,
  "multiplicity": 1,
  "homo_lumo_gap_ev": 9.66,
  "e_above_lowest_kj_mol": 696.15,
  "elements": ["C", "N", "C", "C", "C", "C", "C", "N", "C", "N", "H", "H", "H", "H", "H", "H", "H", "H", "H"],
  "coordinates": [[-1.388, -0.359, -2.003], [-0.865, -0.248, -0.724], [-1.244, 0.918, 0.145], [-0.465, 1.490, 1.121], [0.699, 0.925, 1.722], [0.509, -0.463, 1.072], [0.439, -0.365, -0.339], [1.055, -1.641, 0.088], [2.330, -1.847, -0.225], [3.504, -2.348, -0.097], [-1.354, -1.341, -2.373], [-2.310, 0.074, -2.178], [-0.833, 0.162, -2.834], [-2.309, 1.243, -0.275], [-1.056, 2.305, 1.777], [1.686, 1.327, 1.308], [0.748, 0.659, 2.921], [-0.309, -0.927, 1.517], [1.163, 0.436, -0.624]],
  "forces_ev_per_angstrom": [[2.2, 0.9, -3.1], [-1.6, 2.8, 3.1], [-2.0, -0.4, -2.6], [-5.6, 2.6, 0.6], [4.9, -3.4, 2.1], [1.5, -0.6, 0.5], [1.8, -0.6, -0.6], [-0.4, 1.9, 0.2], [9.6, -4.5, 2.3], [-8.9, 4.2, -1.6], [-0.4, -1.7, 0.0], [-2.3, 0.5, 0.5], [0.4, 0.1, 0.8], [2.5, 0.0, 1.6], [1.4, -1.7, -1.8], [-1.2, 0.0, 1.2], [-0.3, 1.6, -3.0], [-1.2, -1.0, 0.5], [-0.4, -0.7, -0.8]]
}

[10]
{
  "formula": "C7H9N3O",
  "method": "ωB97M-V/def2-TZVPD",
  "total_charge": 0,
  "homo_ev": -8.981,
  "smiles": "CO[C@](C)(C#N)n1ccnc1",
  "fmax_ev_per_a": 4.44,
  "multiplicity": 1,
  "homo_lumo_gap_ev": 9.47,
  "e_above_lowest_kj_mol": 239.56,
  "elements": ["C", "O", "C", "C", "C", "N", "N", "C", "C", "N", "C", "H", "H", "H", "H", "H", "H", "H", "H", "H"],
  "coordinates": [[-0.533, 0.785, -2.460], [-0.643, 1.586, -1.292], [-0.516, 0.864, -0.127], [-1.416, -0.277, 0.218], [-0.416, 1.838, 0.859], [-0.229, 2.740, 1.537], [1.092, 0.385, -0.254], [1.748, -0.839, -0.131], [3.039, -0.569, -0.449], [3.191, 0.743, -0.735], [2.031, 1.285, -0.615], [-1.378, 0.098, -2.814], [0.506, 0.260, -2.438], [-0.514, 1.553, -3.213], [-1.478, -0.980, -0.610], [-2.421, 0.131, 0.671], [-0.975, -0.721, 1.130], [1.167, -1.749, -0.063], [3.861, -1.218, -0.347], [1.845, 2.377, -0.818]],
  "forces_ev_per_angstrom": [[1.2, -0.7, -1.4], [-1.7, -1.1, -0.3], [3.6, -1.7, -2.0], [-1.2, 0.5, 1.8], [0.2, 2.2, 2.1], [-0.2, 0.2, 0.5], [-2.3, -0.1, 0.6], [-1.5, 0.2, -0.4], [-0.4, -0.2, 0.5], [1.6, 0.3, -0.2], [-0.8, 2.1, -0.3], [0.9, 0.7, 1.4], [-2.0, 0.6, -0.3], [0.3, 0.1, -0.6], [-0.4, -0.1, 0.2], [1.6, -0.8, -1.6], [0.0, -0.3, -0.7], [0.3, 0.1, 0.4], [0.8, -0.7, -0.3], [0.0, -1.5, 0.4]]
}